# C40H80O10

A 10-piece molecular cluster, C40H80O10 overall at a distorted geometry (ωB97M-V/def2-TZVPD, the Open Molecules 2025 dataset).

```
130
Properties=species:S:1:pos:R:3:forces:R:3:mulliken_charge:R:1
O -3.372966 -3.528573 2.293122 -0.45 -0.17 -0.54 -0.376
O -2.771503 3.427662 2.528746 0.54 0.09 0.16 -0.433
O -0.839408 2.775955 -4.488730 -0.07 0.52 0.65 -0.447
O 1.931578 3.846564 4.218689 0.11 0.36 0.21 -0.467
O -0.495757 -5.998409 -2.355162 -0.59 0.65 0.06 -0.393
O 7.116350 0.277635 1.390758 0.34 -0.08 -0.15 -0.429
O 1.811391 -1.337309 -4.346285 0.19 0.10 0.29 -0.320
O 0.431698 -1.013963 1.475387 0.06 0.13 0.32 -0.583
O 3.511119 5.274845 -0.920036 -0.16 -0.08 -0.19 -0.435
O -4.677394 -0.319086 -1.280724 0.54 0.04 0.22 -0.156
C 5.239559 4.713830 0.590554 0.14 -0.02 1.61 -0.362
C -3.152409 2.879041 -4.681709 -0.21 0.64 -0.10 -0.683
C 2.663124 -2.188617 -3.554362 -1.69 -0.27 -1.49 -0.241
C 0.280380 -0.608283 -0.833183 -0.39 -0.17 0.01 0.287
C -4.556888 -1.303659 -0.248509 -0.11 0.33 0.29 0.373
C -3.260742 -5.517627 3.542836 -0.16 -0.44 0.42 -0.705
C 2.695024 -0.492488 -5.041968 0.55 0.17 -0.48 -0.527
C -1.322889 1.573887 -3.892834 0.13 -1.14 -1.35 0.268
C 0.535969 0.400786 1.389179 0.05 -0.22 -1.11 0.740
C -0.322604 4.096152 4.888377 0.74 -1.55 -0.73 0.066
C -1.849237 3.331394 -5.325639 0.10 -0.09 0.54 -0.491
C -0.509471 -8.034414 -1.244834 0.02 -0.14 -1.24 -0.662
C -3.244502 3.338725 1.196585 -0.84 -0.52 -0.58 -0.614
C -2.417443 -4.339116 1.573957 0.03 0.36 1.56 -0.119
C 4.864301 0.105481 1.733994 -0.96 -0.68 0.15 0.308
C -5.840569 -0.623076 -2.018554 -0.33 -0.69 -1.05 -0.555
C -2.849044 1.495441 -4.109442 -0.26 0.44 -0.17 0.046
C 0.319229 5.470993 4.732019 -1.16 0.89 0.65 -0.599
C -3.475166 -4.009895 3.612966 0.24 -0.35 0.60 -0.541
C -1.308600 -7.144484 -2.226750 0.29 -0.75 0.89 -0.438
C -5.996656 -1.437957 0.216339 -0.23 -1.03 0.00 -0.433
C -3.959729 1.399413 2.402331 0.66 -0.30 -0.37 -0.279
C -0.085262 -6.980539 -0.244145 -0.07 0.37 0.25 0.325
C -6.798576 -1.398466 -1.101100 0.18 0.66 0.74 -0.742
C 0.670208 3.197049 4.141249 0.58 -0.60 -0.50 -0.115
C 0.239126 -5.783132 -1.141005 0.58 -0.65 -0.68 -0.059
C 5.893972 0.362444 0.669185 0.10 0.00 -0.24 -0.237
C 3.846512 4.321864 0.096378 -0.54 -0.24 -0.03 0.189
C 5.388031 0.872364 2.931248 0.80 0.91 -0.33 -0.401
C -2.273474 -5.645755 2.385010 -0.05 0.05 -0.28 -0.481
C 3.779273 -2.601227 -4.538106 -0.10 0.59 1.67 -0.505
C -2.902241 2.158168 3.191058 -0.54 0.68 0.30 -0.470
C 1.653870 5.245796 4.050365 0.41 -0.62 -0.56 -0.442
C 5.393243 6.138772 0.084617 0.40 0.24 -0.43 -0.668
C 6.926524 0.882701 2.667705 -0.62 0.56 -0.18 -0.485
C -3.639539 1.871454 1.002521 0.52 0.07 -1.15 0.167
C 4.694502 5.996382 -1.252727 0.04 -0.56 -0.13 -0.437
C -0.235482 -1.489844 0.310136 0.92 -0.25 0.04 0.344
C 0.579985 0.724640 -0.123067 -0.57 0.20 -0.16 -0.317
C 3.903656 -1.373564 -5.467246 -0.43 -0.23 0.74 -0.522
H -1.267825 -5.715112 2.797341 0.08 -0.17 -0.21 0.311
H 1.482660 0.765405 1.784597 -0.23 -0.27 0.80 0.241
H 5.308627 4.742367 1.683600 -0.29 -0.22 -0.02 0.326
H -2.683384 -3.612118 4.266028 0.05 0.28 -0.24 0.284
H -4.083129 -2.231479 -0.592759 -0.41 -0.10 -0.37 0.059
H -3.775903 0.328615 2.501255 -0.49 -0.05 0.13 0.111
H -1.472135 -7.543326 -3.223509 0.02 -0.15 0.00 0.349
H 3.747725 3.288926 -0.262873 0.50 0.12 -0.43 0.036
H 2.000645 -3.023944 -3.320171 0.29 -0.06 0.49 0.209
H -2.539926 3.626263 0.410815 0.47 0.15 0.49 0.336
H 4.840084 -0.945725 2.035771 0.02 -0.08 -0.40 0.299
H -0.364111 6.149846 4.215185 0.28 -0.08 -0.37 0.398
H 1.543261 1.122182 -0.437842 0.03 0.02 0.11 0.252
H -1.780208 4.418781 -5.271296 0.25 -0.02 -0.21 0.324
H -6.267593 0.275299 -2.466043 0.11 0.23 0.38 0.375
H 1.170368 -1.005386 -1.317145 0.07 -0.14 0.22 -0.420
H -1.269549 3.924173 4.381702 -0.29 0.56 0.43 -0.138
H -2.474753 -6.499653 1.742304 0.06 -0.17 0.21 0.204
H -7.014874 -2.401252 -1.460314 0.05 0.00 -0.11 0.327
H -0.935015 -6.710893 0.384515 0.10 -0.17 0.10 -0.563
H 1.648577 5.434789 2.968931 -0.39 0.20 0.03 0.139
H 5.676290 1.326870 0.175266 0.50 0.32 0.49 0.013
H 0.347502 -8.430269 -1.800082 0.11 0.04 0.19 0.287
H -2.778076 1.339940 0.575413 0.06 -0.06 0.33 -0.369
H -3.463497 1.312044 -3.229368 0.29 -0.11 0.19 -0.159
H 0.403756 3.017359 3.086162 -0.17 0.51 -0.01 -0.081
H -6.215669 -2.369261 0.742759 0.23 0.10 0.18 0.279
H -0.882212 0.775190 -4.505055 0.05 -0.24 0.37 0.158
H 0.406796 5.931321 5.719093 0.39 -0.08 -0.03 0.183
H 4.870002 6.826629 0.750723 -0.18 0.02 -0.15 0.242
H 0.755348 -7.256641 0.389945 -0.03 -0.04 0.03 0.467
H -4.401871 1.724162 0.235397 -0.26 0.09 0.30 0.358
H -4.109026 3.999248 1.063013 -0.02 0.02 0.24 0.310
H -6.260288 -0.604809 0.865808 0.06 0.08 -0.02 0.308
H 3.847860 0.385085 1.446314 0.07 0.05 -0.01 -0.361
H 4.844878 -0.873087 -5.254453 0.05 0.13 -0.47 0.283
H -5.582641 -1.259906 -2.878477 0.13 0.01 0.09 0.310
H 6.045333 4.032508 0.315478 -0.11 0.09 -0.59 0.251
H 0.084942 -2.533734 0.287713 -0.26 -0.03 -0.50 -0.176
H -3.180259 2.363130 4.226502 -0.14 0.04 -0.02 0.457
H -0.347504 0.817118 1.877202 0.21 0.42 0.08 -0.808
H 3.041346 0.340817 -4.415480 -0.09 -0.07 0.13 0.270
H 0.807149 2.181834 4.524239 -0.09 0.18 0.41 0.435
H 4.437099 6.880810 -1.830065 -0.19 0.17 0.32 0.344
H 3.793203 -1.667530 -6.506465 0.34 0.06 -0.09 0.266
H 2.947001 -1.638612 -2.654567 0.50 -0.15 0.00 0.165
H -3.088515 0.716090 -4.833114 0.06 -0.02 -0.01 0.342
H 2.482293 5.830666 4.446557 -0.01 -0.14 0.27 0.400
H 5.966511 -0.311585 -0.185497 -0.13 -0.47 0.37 0.300
H -4.010719 2.988380 -5.348142 0.04 -0.42 -0.05 0.399
H 5.116136 1.930147 2.889452 -0.53 -0.18 0.17 0.065
H -1.492876 -3.762565 1.649137 0.20 -0.23 -0.69 0.063
H -1.677785 2.999580 -6.354979 -0.30 -0.07 -0.05 0.274
H -0.169768 1.485902 -0.350524 0.04 -0.03 -0.13 0.035
H 6.425260 6.487212 0.021013 0.02 -0.17 -0.10 0.368
H 7.505614 0.414894 3.461122 0.17 -0.38 -0.33 0.281
H -0.473503 -0.534055 -1.617964 0.01 0.17 0.01 0.441
H 2.187810 -0.062223 -5.904997 -0.15 -0.04 0.08 0.344
H 7.263498 1.919516 2.561831 0.04 0.02 0.32 0.270
H 0.035870 -4.804219 -0.705399 -0.24 -0.04 0.01 -0.172
H -1.062230 -8.897409 -0.876438 -0.13 0.20 0.27 0.372
H 5.313980 5.360734 -1.903821 0.09 0.13 -0.04 0.229
H -0.956845 1.417786 -2.880483 -0.10 0.55 0.15 -0.271
H -7.738665 -0.878753 -0.919410 -0.07 -0.04 -0.26 0.286
H -1.331081 -1.456248 0.368915 0.02 0.19 0.29 -0.126
H -4.169898 -6.112986 3.432745 -0.14 0.35 -0.48 0.289
H -2.829656 -5.919920 4.462855 0.12 0.25 0.02 0.314
H -2.278797 -6.979571 -1.732650 -0.06 0.51 -0.32 0.216
H -1.940121 1.640279 3.244027 0.02 -0.12 -0.35 0.116
H -4.422905 -3.702893 4.052232 -0.12 0.00 -0.22 0.368
H -4.987516 1.690865 2.615361 0.07 -0.14 0.53 0.315
H -3.346873 3.575475 -3.860911 0.03 -0.08 0.07 0.234
H -2.763073 -4.515934 0.559865 0.03 0.30 -0.11 0.396
H 1.284696 -5.811166 -1.467051 0.08 0.17 0.35 0.296
H 4.618603 -2.762232 -3.853125 0.47 -0.19 -0.77 0.318
H -3.885075 -0.954580 0.535958 -0.09 0.39 -0.10 -0.469
H 5.065278 0.441689 3.873955 0.15 0.04 0.09 0.403
H 3.051888 4.351121 0.849947 0.27 0.45 0.23 -0.100
H -0.316887 3.719004 5.909874 -0.39 0.40 0.14 0.296
H 3.513271 -3.520933 -5.046641 0.03 -0.03 -0.06 0.273
```
Forces are in eV/Å.

spin multiplicity = 1
charge = 0
structure (SMILES) = C1CCOC1.C1CCOC1.C1CCOC1.C1CCOC1.C1CCOC1.C1CCOC1.C1CCOC1.C1CCOC1.C1CCOC1.C1CCOC1
energy above the lowest of the compared OMol25 structures with the same formula, charge and spin = 35.1 kcal/mol
HOMO level = -9.196 eV
orbital gap = 9.794 eV